C22H26N6O2 in the gas phase at a distorted geometry. Source: the OMol25 dataset; level of theory: ωB97M-V/def2-TZVPD.

- Structure (SMILES): CC[C@@H](c1nnnn1Cc1ccc2c(c1)OCO2)N1CCN(c2ccccc2)CC1
- Energy above the lowest of the compared OMol25 structures with the same formula, charge and spin: 310.8 kJ/mol
- Orbital gap: 8.20 eV
- LUMO: 0.0208 Eh

Geometry as ORCA input:
```
! RIJCOSX wB97M-V def2-TZVPD def2/J DEFGRID3
* xyz 0 1
C -4.46053 -1.94947 1.28129
C -2.98235 -1.60841 1.44091
C -2.34355 -1.20168 0.10353
C -3.18747 -0.17033 -0.56935
N -3.94333 -0.37999 -1.62359
N -4.52842 0.77503 -1.90800
N -4.17524 1.67777 -1.09512
N -3.32651 1.13315 -0.21711
C -2.70661 1.93788 0.80182
C -1.30466 2.33499 0.40919
C -1.07846 2.91254 -0.83031
C 0.20445 3.23783 -1.26438
C 1.24343 2.95598 -0.41105
C 1.01764 2.39371 0.84793
C -0.24592 2.08417 1.28478
O 2.21404 2.21027 1.48499
C 3.20629 2.65401 0.58116
O 2.58560 3.13960 -0.59101
N -1.00639 -0.63019 0.23751
C -0.07372 -1.25616 1.15997
C 0.59633 -2.50980 0.57676
N 1.29349 -2.18110 -0.65256
C 2.54195 -1.56880 -0.59059
C 3.22842 -1.36726 0.61299
C 4.49362 -0.81098 0.63225
C 5.12200 -0.43051 -0.54010
C 4.46493 -0.63940 -1.74145
C 3.20536 -1.20062 -1.76905
C 0.31854 -1.68513 -1.60858
C -0.35910 -0.42313 -1.05158
H -4.59581 -2.69979 0.50609
H -5.04415 -1.07433 1.00635
H -4.85496 -2.34050 2.21614
H -2.86502 -0.80169 2.16706
H -2.46428 -2.48899 1.82418
H -2.36898 -2.08448 -0.55960
H -3.34117 2.82362 0.90792
H -2.69216 1.38470 1.74172
H -1.91660 3.10739 -1.48284
H 0.37924 3.67966 -2.23032
H -0.40725 1.65051 2.25686
H 3.87151 1.81315 0.32588
H 3.79278 3.46083 1.04731
H -0.57299 -1.48342 2.10020
H 0.70260 -0.51017 1.35942
H 1.28212 -2.96098 1.29296
H -0.16398 -3.25860 0.32936
H 2.78529 -1.63452 1.55859
H 4.98711 -0.66533 1.58287
H 6.10627 0.01233 -0.52005
H 4.94067 -0.36509 -2.67181
H 2.74243 -1.36923 -2.72855
H 0.78381 -1.45145 -2.56276
H -0.41926 -2.47499 -1.77990
H -1.09118 -0.04559 -1.76697
H 0.41011 0.34301 -0.91133
*
```

Mulliken atomic charge list, values in e, 5 entries: number 1, C, carries -1.413; number 2, C, carries -0.595; number 3, C, carries 1.058; number 4, C, carries -0.977; number 5, N, carries -0.328